Record 1
Density functional theory data (ωB97M-V/def2-TZVPD) for C26H31OPS4Zr as an isolated structure.

Results
Energy relative to the best compared isomer or geometry (same formula, charge and spin)   0.0 kJ/mol
LUMO level   -14.06 eV
HOMO   -0.720 hartree

Geometry as ORCA input:
```
! RIJCOSX wB97M-V def2-TZVPD def2/J DEFGRID3
* xyz 4 1
Zr 0.20998 -0.52808 0.60118
C 3.07403 -2.33526 -0.89288
C 3.23337 -2.61328 0.58966
S 2.68534 -1.13926 1.51799
C 2.55714 -1.72431 3.24701
C 1.40242 -1.05880 3.97291
S -0.21687 -1.21290 3.14981
C -0.50673 -3.01682 3.11533
C -1.62283 -3.31257 2.13637
S -1.27038 -2.74571 0.43872
C -0.10046 -3.97528 -0.24067
C 0.46404 -3.43838 -1.54534
S 1.39394 -1.86318 -1.43947
H 3.36155 -3.20379 -1.48850
H 3.70740 -1.50716 -1.21594
H 4.28812 -2.76629 0.82593
H 2.67491 -3.48622 0.92188
H 3.49484 -1.48032 3.74831
H 2.46878 -2.80976 3.22084
H 1.55363 0.01373 4.10531
H 1.28756 -1.48232 4.97362
H -0.80248 -3.30730 4.12581
H 0.41487 -3.53687 2.85812
H -2.55728 -2.81977 2.41068
H -1.82783 -4.38355 2.07882
H -0.68086 -4.87955 -0.43484
H 0.67044 -4.21077 0.49009
H -0.32694 -3.23509 -2.26856
H 1.14086 -4.16329 -2.00153
O -1.27644 0.75749 0.84099
P -1.09697 1.76330 -0.41040
C -1.18120 0.57051 -1.75147
C -2.24456 -0.36080 -1.68972
C -2.52823 -1.16446 -2.78370
C -1.77599 -1.04041 -3.94713
C -0.72325 -0.12507 -4.02168
C -0.43180 0.68205 -2.93982
C 0.64516 2.17321 -0.11506
C 1.43706 2.82233 -1.07150
C 2.73357 3.21159 -0.76025
C 3.26054 2.97271 0.50571
C 2.48615 2.34902 1.47711
C 1.18688 1.95149 1.17750
C -2.15701 3.12014 -0.53273
C -3.22112 3.09412 -1.45131
C -4.06964 4.18190 -1.51991
C -3.86338 5.27455 -0.68313
C -2.80653 5.30191 0.22820
C -1.94401 4.23025 0.30786
H -2.88199 -0.40608 -0.81408
H -3.36307 -1.85277 -2.74498
H -2.02085 -1.64280 -4.81376
H -0.15616 -0.02883 -4.93835
H 0.36833 1.40223 -3.03155
H 1.03152 3.09285 -2.03793
H 3.32680 3.73247 -1.50131
H 4.26257 3.30698 0.74355
H 2.87793 2.22329 2.47867
H 0.53255 1.65414 2.00263
H -3.37734 2.24561 -2.10613
H -4.88956 4.18512 -2.22482
H -4.53199 6.12385 -0.74459
H -2.66174 6.16416 0.86437
H -1.11676 4.25613 1.00803
*
```

Record 2
Density functional theory data (ωB97M-V/def2-TZVPD) for C16H25MnN5O2SSi as an isolated structure in a non-equilibrium geometry.

Results
Energy relative to the best compared isomer or geometry (same formula, charge and spin)   69.7 kJ/mol
LUMO level (spin up / spin down)   -10.10 / -9.94 eV
HOMO (spin up / spin down)   -0.536 / -0.535 hartree

Geometry as ORCA input:
```
! RIJCOSX wB97M-V def2-TZVPD def2/J DEFGRID3
* xyz 2 2
Mn 1.39326 0.73525 -1.24808
N 0.62865 2.09341 -2.64701
C 1.18013 1.79463 -4.00205
C 1.22000 0.28792 -4.14475
N 1.97540 -0.23577 -2.97745
H -0.38841 2.08216 -2.69334
H 0.87734 3.04228 -2.36890
H 2.18797 2.21191 -4.05326
H 0.58712 2.26140 -4.78820
H 1.66885 -0.01861 -5.08956
H 0.21050 -0.12775 -4.09832
H 2.97490 -0.06393 -3.11193
H 1.88576 -1.24841 -2.89555
O 2.48151 -0.07119 0.03031
N 2.67021 0.58332 1.14180
N 2.14677 1.71802 1.11826
O 1.49938 2.10127 0.02074
C 2.23436 2.62644 2.24014
C 2.65489 2.13183 3.46681
C 2.75392 3.02064 4.52254
C 2.43575 4.36173 4.34498
C 2.01418 4.82711 3.10791
C 1.90737 3.95688 2.03453
H 2.89855 1.08757 3.59314
H 3.07919 2.66248 5.48868
H 2.51809 5.04691 5.17650
H 1.77115 5.87128 2.97405
H 1.58842 4.30706 1.06481
C -1.16080 -4.96056 -0.10338
Si -2.38061 -3.62530 0.32164
C -3.91690 -3.78554 -0.72642
C -2.75925 -3.61763 2.14568
C -1.80977 -1.79581 -0.04098
C -2.78188 -0.82799 0.23991
C -2.54030 0.51686 0.05288
C -1.31470 0.90485 -0.45268
N -0.36819 0.02624 -0.78883
C -0.58009 -1.32827 -0.56537
S 0.70540 -2.38729 -0.88985
H -1.67340 -5.90700 0.09565
H -0.26495 -4.93687 0.51290
H -0.86573 -4.97216 -1.15082
H -4.34971 -4.77399 -0.56185
H -3.69507 -3.70063 -1.79066
H -4.68523 -3.05317 -0.47914
H -3.13357 -4.60186 2.43306
H -3.52252 -2.88992 2.42172
H -1.86844 -3.42015 2.74239
H -3.74201 -1.13125 0.63751
H -3.27439 1.26736 0.30687
H -1.07307 1.95427 -0.56700
*
```

Record 3
Density functional theory data (ωB97M-V/def2-TZVPD) for a 2-piece molecular cluster, C4H11NO overall in a non-equilibrium geometry.

Results
Energy relative to the best compared isomer or geometry (same formula, charge and spin)   289.8 kJ/mol
SMILES   C=CNCC.O
LUMO level   0.81 eV
HOMO   -0.282 hartree

Geometry as ORCA input:
```
! RIJCOSX wB97M-V def2-TZVPD def2/J DEFGRID3
* xyz 0 1
C 1.17635 -2.56907 1.15811
C 0.79861 -1.29600 1.44554
N -0.37359 -0.70965 0.93259
C -0.26020 0.70929 0.56542
C -1.46262 1.13789 -0.27161
H 2.18516 -2.78339 0.84199
H 0.38401 -3.32144 1.02251
H 1.19557 -0.70104 2.26729
H -0.85090 -1.36293 0.33130
H -0.35505 1.20092 1.52067
H 0.59094 0.88552 -0.08870
H -1.50049 0.84584 -1.33133
H -2.37504 0.71313 0.15404
H -1.44436 2.22794 -0.29686
O 0.79623 1.81790 -3.11141
H 1.48452 1.42626 -2.57834
H 0.01086 1.77882 -2.56122
*
```